Computed, not measured: 14 unconnected molecules or ions with the total composition C42H119N7O21, with ωB97M-V/def2-TZVPD.

XYZ file:
```
189
Properties=species:S:1:pos:R:3:forces:R:3
C -4.795 -1.211 -8.435 -0.64 0.40 0.15
O -3.444 -1.346 -8.105 0.91 0.45 -0.20
C -3.206 -1.558 -6.717 -1.14 -0.75 0.11
C -3.523 -0.370 -5.826 0.05 0.33 -0.49
N -2.753 0.777 -6.273 0.31 -0.66 0.33
C -2.998 2.017 -5.591 -0.01 0.63 -0.19
C -2.162 2.163 -4.328 -0.48 -0.23 0.02
O -2.341 3.468 -3.823 0.08 0.02 -0.01
C -1.729 3.625 -2.569 0.27 0.30 0.32
H -5.291 -0.480 -7.785 -0.08 -0.10 -0.01
H -5.356 -2.152 -8.384 0.18 -0.10 0.16
H -4.903 -0.823 -9.448 0.35 -0.10 -0.07
H -2.182 -1.877 -6.543 0.13 0.06 -0.52
H -3.876 -2.398 -6.472 0.23 0.03 0.56
H -3.258 -0.635 -4.799 -0.06 -0.04 0.03
H -4.602 -0.151 -5.848 -0.02 -0.06 0.18
H -2.724 0.809 -7.280 -0.15 0.28 -0.01
H -4.054 2.175 -5.324 -0.03 -0.11 -0.06
H -2.723 2.846 -6.250 0.00 -0.03 0.01
H -1.117 1.936 -4.570 0.07 0.17 0.13
H -2.510 1.449 -3.566 0.15 -0.12 -0.06
H -0.672 3.336 -2.607 -0.02 -0.11 0.01
H -2.232 3.063 -1.769 -0.02 -0.24 -0.17
H -1.761 4.670 -2.263 -0.09 0.06 -0.27
C 1.846 3.460 3.845 0.72 -0.60 0.55
O 1.531 2.452 2.904 -0.42 0.33 -0.15
C 2.266 1.241 3.073 -0.40 -0.06 0.00
C 1.316 0.147 2.613 -0.69 0.76 -0.01
N 1.024 0.271 1.186 0.48 -0.27 0.24
C -0.096 -0.563 0.800 -0.91 0.27 -0.09
C -0.568 -0.214 -0.594 0.17 0.03 0.06
O 0.389 -0.598 -1.559 0.03 0.37 0.31
C 0.275 0.153 -2.751 -0.01 -0.85 -0.78
H 1.501 3.135 4.837 0.01 0.15 0.06
H 1.389 4.417 3.612 -0.07 -0.11 -0.35
H 2.934 3.570 3.910 -0.06 0.26 -0.01
H 2.489 1.075 4.133 0.21 0.08 -0.06
H 3.183 1.318 2.482 0.05 -0.21 0.12
H 0.390 0.383 3.168 0.00 -0.37 0.18
H 1.586 -0.877 2.872 0.38 0.07 -0.17
H 0.813 1.247 1.003 -0.05 0.01 -0.04
H -0.966 -0.388 1.448 0.10 -0.09 0.13
H 0.133 -1.618 0.945 0.25 0.00 -0.25
H -0.720 0.879 -0.597 0.10 0.00 -0.24
H -1.544 -0.655 -0.827 0.04 -0.14 0.10
H 0.495 1.212 -2.643 -0.21 0.06 0.29
H -0.705 -0.017 -3.213 -0.11 0.24 0.14
H 0.995 -0.254 -3.464 0.14 -0.04 0.19
C -3.352 0.396 2.761 -0.03 -0.04 0.59
O -3.575 1.766 2.516 0.11 -0.03 0.14
C -2.476 2.384 1.868 0.31 0.32 -0.89
C -1.971 3.650 2.546 -0.34 -0.27 0.83
N -1.413 3.505 3.903 -0.32 0.15 -0.20
C -2.277 2.975 4.965 1.04 0.19 0.58
C -1.399 2.640 6.172 0.18 -0.14 -0.21
O -1.074 1.257 6.143 -0.16 0.17 0.27
C -0.126 0.910 7.134 -0.10 -0.20 -0.17
H -2.525 0.249 3.464 0.22 0.01 -0.16
H -3.131 -0.162 1.851 0.00 0.01 -0.09
H -4.223 -0.022 3.270 -0.17 0.11 -0.25
H -2.818 2.667 0.862 0.14 0.02 0.00
H -1.639 1.692 1.715 -0.06 -0.16 0.25
H -2.812 4.351 2.576 0.10 0.11 0.14
H -1.168 4.118 1.977 -0.20 -0.11 -0.45
H -0.553 2.968 3.855 -0.10 -0.10 -0.11
H -2.792 2.070 4.658 -0.44 0.15 0.19
H -2.935 3.766 5.328 -0.46 -0.13 -0.50
H -1.888 2.894 7.120 -0.11 -0.13 -0.02
H -0.475 3.232 6.120 -0.04 0.08 0.04
H -0.304 1.377 8.109 -0.18 0.23 -0.13
H 0.874 1.188 6.786 0.12 -0.12 0.17
H -0.219 -0.164 7.293 0.28 -0.02 -0.15
C -1.256 6.601 0.019 -0.02 0.24 0.32
O -0.449 5.452 -0.066 -0.04 0.00 0.00
C 0.855 5.689 0.428 0.70 0.38 -0.14
C 1.639 4.394 0.341 -1.06 0.21 0.14
N 2.006 4.135 -1.043 -0.06 -0.35 0.34
C 2.501 2.767 -1.222 0.13 0.66 -0.31
C 2.979 2.585 -2.644 -0.17 -0.21 -0.04
O 1.887 2.787 -3.533 0.18 -0.01 0.09
C 2.123 2.180 -4.784 -0.01 -0.15 -0.28
H -1.318 6.959 1.056 0.01 -0.10 0.00
H -2.261 6.344 -0.310 0.04 -0.02 -0.14
H -0.854 7.426 -0.580 -0.05 -0.09 -0.15
H 0.831 6.107 1.442 -0.17 -0.32 0.10
H 1.377 6.441 -0.185 -0.19 0.01 -0.10
H 0.929 3.639 0.724 0.34 -0.20 0.13
H 2.488 4.438 1.025 0.21 -0.10 -0.22
H 1.130 4.192 -1.558 0.19 0.21 -0.25
H 1.730 2.020 -0.999 0.11 -0.15 0.15
H 3.360 2.621 -0.562 -0.09 -0.15 0.10
H 3.374 1.568 -2.766 0.00 0.00 0.02
H 3.767 3.311 -2.875 0.06 -0.02 0.02
H 3.105 2.438 -5.197 -0.03 0.23 0.05
H 1.347 2.509 -5.474 0.00 0.06 0.02
H 2.100 1.087 -4.721 -0.02 0.00 0.08
C 1.926 -5.384 3.718 0.86 -0.68 0.82
O 0.614 -5.085 3.367 -0.24 0.21 -0.16
C 0.517 -4.258 2.205 -0.17 -0.43 0.42
C -0.919 -3.824 2.040 -0.74 -0.37 0.48
N -1.407 -2.754 2.921 0.51 0.05 0.20
C -1.193 -3.021 4.342 -0.20 -0.36 0.43
C -1.802 -1.964 5.232 0.27 0.07 0.02
O -3.196 -2.179 5.324 -0.14 0.27 -0.29
C -3.813 -1.193 6.121 0.47 0.20 0.44
H 2.577 -5.700 2.893 -0.20 0.35 -0.28
H 1.943 -6.243 4.400 -0.41 0.08 -0.07
H 2.413 -4.583 4.290 -0.03 0.24 -0.33
H 0.775 -4.910 1.365 0.23 0.42 -0.28
H 1.194 -3.399 2.284 0.09 -0.02 -0.11
H -1.530 -4.720 2.246 0.18 -0.18 -0.32
H -1.091 -3.528 1.004 0.05 0.07 0.01
H -2.414 -2.753 2.802 0.00 0.35 -0.15
H -0.139 -3.117 4.602 0.09 0.17 -0.35
H -1.643 -3.981 4.644 0.09 -0.04 0.00
H -1.591 -0.955 4.864 0.00 0.00 -0.12
H -1.331 -2.014 6.226 -0.18 -0.17 0.07
H -3.480 -1.303 7.164 -0.25 -0.11 0.02
H -4.891 -1.292 6.049 -0.03 -0.10 0.00
H -3.506 -0.175 5.847 -0.10 -0.09 -0.29
C 2.817 -1.443 5.503 0.98 -0.33 0.09
O 4.020 -1.199 4.780 -0.57 0.19 -0.02
C 4.288 -2.239 3.861 0.66 0.20 -0.30
C 5.442 -1.788 2.975 0.12 -0.40 -0.26
N 5.162 -0.480 2.399 0.06 -0.32 0.37
C 6.318 0.100 1.732 0.21 0.06 -0.15
C 6.075 1.580 1.505 -0.18 -0.52 0.33
O 5.928 2.213 2.759 0.26 0.08 0.38
C 5.642 3.583 2.624 -0.26 0.26 -0.70
H 2.989 -2.299 6.170 -0.29 -0.09 -0.07
H 2.006 -1.659 4.805 -0.23 0.07 0.20
H 2.622 -0.582 6.137 -0.14 0.14 -0.19
H 3.421 -2.447 3.223 -0.16 -0.06 0.19
H 4.602 -3.129 4.418 -0.24 -0.21 -0.16
H 5.606 -2.492 2.151 -0.28 -0.15 0.11
H 6.375 -1.848 3.559 -0.03 0.46 0.06
H 4.871 0.100 3.181 0.21 0.28 -0.16
H 6.461 -0.353 0.743 -0.22 -0.09 0.02
H 7.251 -0.117 2.270 -0.01 0.36 0.18
H 5.127 1.638 0.952 0.15 0.33 -0.23
H 6.898 2.034 0.947 -0.07 0.03 -0.14
H 6.310 4.057 1.894 0.06 -0.04 0.07
H 5.748 4.119 3.564 0.00 -0.32 0.21
H 4.618 3.718 2.244 0.03 0.08 0.08
C -1.875 -6.421 -7.832 0.81 0.07 -0.39
O -2.574 -7.455 -7.187 -0.31 0.21 0.15
C -3.380 -7.038 -6.087 0.31 -0.14 -0.04
C -2.606 -6.953 -4.768 0.13 0.04 -0.13
N -1.710 -5.814 -4.590 -0.44 -0.10 0.18
C -2.378 -4.515 -4.567 1.13 -0.13 -0.82
C -1.308 -3.434 -4.462 -0.49 0.23 0.78
O -0.440 -3.587 -5.550 -0.02 0.04 -0.48
C 0.726 -2.791 -5.448 -0.32 0.23 0.19
H -1.618 -6.754 -8.840 -0.17 -0.12 0.04
H -0.914 -6.203 -7.349 -0.11 0.06 0.10
H -2.417 -5.475 -7.935 -0.28 -0.13 0.22
H -4.152 -7.802 -5.991 -0.08 0.06 0.01
H -3.845 -6.080 -6.340 -0.17 -0.01 0.07
H -2.008 -7.863 -4.682 -0.03 -0.03 0.00
H -3.315 -6.966 -3.933 -0.08 0.04 -0.04
H -1.044 -5.788 -5.350 0.18 0.00 0.13
H -3.089 -4.455 -3.752 -0.06 -0.08 0.08
H -2.883 -4.322 -5.524 -0.34 0.08 0.18
H -0.749 -3.477 -3.516 -0.02 -0.33 -0.01
H -1.813 -2.458 -4.437 0.16 0.08 -0.26
H 1.290 -3.095 -4.561 0.20 0.04 -0.10
H 0.469 -1.728 -5.359 -0.02 -0.02 0.06
H 1.305 -2.906 -6.360 0.09 -0.21 0.06
O -3.638 -2.447 -2.334 -0.03 0.08 0.01
H -3.506 -2.228 -1.400 0.05 0.14 -0.07
H -3.848 -3.384 -2.339 -0.04 -0.01 -0.04
O 3.456 -1.270 -4.562 -0.18 0.02 -0.20
H 4.132 -0.794 -4.073 0.02 -0.01 0.03
H 2.973 -1.759 -3.873 0.21 0.06 0.21
O 2.645 -2.295 -2.036 0.11 -0.31 -0.12
H 3.258 -1.768 -1.497 -0.26 0.09 0.17
H 1.780 -2.098 -1.652 0.04 0.24 -0.10
O -0.931 6.276 3.927 -0.22 0.15 0.00
H -1.683 6.815 4.189 0.05 0.08 0.01
H -1.190 5.342 4.090 0.26 -0.28 -0.07
O -3.327 -2.171 0.500 -0.18 -0.17 -0.04
H -4.136 -1.777 0.849 -0.01 0.02 -0.01
H -3.527 -3.112 0.423 0.03 -0.02 0.16
O 3.427 -0.406 -0.073 0.21 0.03 -0.29
H 3.999 -0.366 0.705 0.14 -0.22 0.31
H 2.540 -0.174 0.281 -0.12 0.05 -0.06
O 1.750 7.046 3.799 0.04 -0.05 -0.12
H 0.800 6.846 3.720 -0.02 0.05 0.21
H 1.879 7.865 3.313 0.03 0.01 0.00
```
Forces are in eV/Å.

LUMO energy	-0.10	eV
M	1058.44	g/mol
HOMO	-0.3069	Eh
HOMO-LUMO gap	0.3033	Eh